Record 1
ORCA calculation (the ωB97M-V functional and the def2-TZVPD basis) on a cluster of 7 separate species, C18H53N3O10 in total in a non-equilibrium geometry.

The spin multiplicity is 1. The calculation puts the HOMO-LUMO gap at 9.51 eV. The total energy is -1634.17039 a.u. For the highest occupied orbital energy, the calculation gives -8.958 eV. The energy relative to the best compared isomer or geometry (same formula, charge and spin) is 0.76 kcal/mol.

```
84
C18H53N3O10, DFT the ωB97M-V functional and the def2-TZVPD basis
C 4.58 -6.32 -0.81
O 3.76 -5.57 0.05
C 4.06 -4.19 -0.02
C 3.20 -3.47 0.99
C 3.19 -1.98 0.76
N 3.63 -3.75 2.36
H 4.49 -5.99 -1.85
H 4.28 -7.36 -0.74
H 5.63 -6.23 -0.51
H 5.13 -4.01 0.17
H 3.86 -3.84 -1.04
H 2.18 -3.84 0.76
H 4.20 -1.57 0.92
H 2.56 -1.44 1.45
H 2.94 -1.70 -0.27
H 2.82 -3.87 2.95
H 4.15 -4.62 2.45
C -0.81 4.14 1.08
O -2.09 4.59 1.49
C -2.20 5.99 1.52
C -2.20 6.65 0.12
C -2.73 8.06 0.21
N -2.94 5.87 -0.88
H -0.84 3.07 0.85
H -0.10 4.26 1.89
H -0.49 4.63 0.16
H -3.16 6.19 2.01
H -1.41 6.48 2.12
H -1.14 6.65 -0.18
H -2.84 8.51 -0.78
H -2.04 8.68 0.78
H -3.72 8.06 0.67
H -3.92 6.11 -0.80
H -2.89 4.88 -0.62
C -5.18 -3.25 -3.18
O -4.16 -2.96 -2.27
C -2.88 -2.98 -2.86
C -1.88 -2.59 -1.80
C -0.48 -2.45 -2.36
N -1.93 -3.57 -0.69
H -6.09 -3.45 -2.60
H -4.95 -4.16 -3.75
H -5.37 -2.43 -3.88
H -2.65 -4.00 -3.19
H -2.83 -2.27 -3.69
H -2.21 -1.62 -1.39
H -0.13 -3.27 -2.98
H 0.23 -2.21 -1.57
H -0.48 -1.54 -2.97
H -2.59 -3.31 0.02
H -1.02 -3.55 -0.24
O 1.64 0.79 3.40
C 1.97 2.16 3.50
C 2.86 2.68 2.39
O 2.16 2.96 1.18
H 1.50 0.55 2.48
H 1.05 2.76 3.53
H 2.44 2.27 4.47
H 3.65 1.95 2.20
H 3.27 3.64 2.69
H 1.49 2.28 1.02
O -0.34 1.59 -1.67
C 0.52 2.37 -2.49
C 0.25 2.20 -3.97
O -0.93 2.92 -4.36
H -1.25 1.80 -1.89
H 0.45 3.43 -2.21
H 1.54 2.04 -2.29
H 0.03 1.15 -4.20
H 1.13 2.51 -4.53
H -0.67 3.73 -4.79
O -0.95 -4.46 2.34
C -1.01 -3.34 3.23
C -1.08 -2.09 2.39
O 0.00 -2.09 1.45
H -1.38 -5.21 2.75
H -1.89 -3.37 3.88
H -0.10 -3.35 3.84
H -1.07 -1.24 3.07
H -2.02 -2.16 1.83
H 0.44 -2.94 1.59
O 0.76 0.53 0.72
H 0.39 -0.36 0.77
H 0.59 0.83 -0.19
```

Mulliken charges, unit e, in atom order: -0.76, -0.31, -1.16, 1.15, -1.26, -0.71, 0.31, 0.24, 0.31, 0.51, 0.45, -0.15, 0.51, 0.09, 0.27, 0.20, 0.30, -0.36, -0.39, -0.56, 0.40, -1.64, -0.61, 0.12, 0.13, 0.20, 0.39, 0.30, 0.25, 0.39, 0.40, 0.39, 0.27, 0.27, -0.75, -0.27, -0.84, 0.90, -1.06, -0.69, 0.25, 0.31, 0.28, 0.37, 0.36, 0.04, 0.36, 0.17, 0.19, 0.27, 0.14, -0.49, -0.29, -0.49, -0.45, 0.29, 0.19, 0.37, 0.28, 0.38, 0.38, -0.46, -0.04, -0.64, -0.52, 0.22, 0.20, 0.30, 0.21, 0.40, 0.31, -0.51, -0.86, -0.26, -0.10, 0.29, 0.48, 0.31, 0.37, 0.23, -0.09, -0.12, -0.04, 0.21

---

Record 2
ORCA calculation (the ωB97M-V functional and the def2-TZVPD basis) on a structure of composition C11H22BaN6O5S2 in a non-equilibrium geometry.

The spin multiplicity is 1. The calculation puts the HOMO-LUMO gap at 5.10 eV. The total energy is -1958.82351 a.u. For the highest occupied orbital energy, the calculation gives -5.163 eV. The energy relative to the best compared isomer or geometry (same formula, charge and spin) is 7.98 kcal/mol.

```
47
C11H22BaN6O5S2, DFT the ωB97M-V functional and the def2-TZVPD basis
O -3.04 0.00 -1.60
H -3.81 -0.09 -2.16
Ba -0.74 -0.55 -0.21
N 1.89 0.32 -1.01
N -0.15 0.86 -2.43
O 3.00 0.23 -0.14
O -1.24 0.85 -3.22
C 2.17 0.97 -2.13
C 1.01 1.27 -2.95
C 3.54 1.42 -2.50
C 1.21 2.02 -4.23
H 4.27 0.99 -1.81
H 3.62 2.52 -2.46
H 3.79 1.12 -3.52
H 0.25 2.26 -4.70
H 1.82 1.44 -4.94
H 1.75 2.96 -4.05
H 2.66 -0.19 0.71
H -2.02 0.47 -2.53
O -0.41 1.74 0.85
H 0.42 2.24 0.77
H -0.86 1.98 1.69
C -1.66 -2.09 -1.59
H -1.78 -2.80 -0.70
H -0.62 -2.30 -2.00
H -2.45 -2.28 -2.38
O 3.51 -3.12 0.36
H 3.86 -2.70 -0.42
H 3.27 -4.03 0.07
N 2.40 -1.23 2.03
C 1.34 -0.96 2.87
N 0.09 -0.91 2.48
C -0.76 -0.44 3.49
C -0.11 -0.20 4.68
S 1.59 -0.49 4.54
C -2.14 -0.17 3.18
C -3.17 0.16 4.06
S -4.62 0.53 3.20
C -3.78 0.20 1.67
N -2.52 -0.15 1.85
N -4.40 0.30 0.49
H 3.29 -1.24 2.53
H 2.33 -2.04 1.40
H -0.60 0.14 5.58
H -3.05 0.18 5.14
H -5.33 0.61 0.48
H -3.81 0.21 -0.45
```

Mulliken charges, unit e, in atom order: -0.84, 0.16, 1.67, 0.35, 0.26, -0.51, -0.46, 0.09, 0.15, -1.38, -1.39, 0.37, 0.30, 0.34, 0.35, 0.32, 0.31, 0.40, 0.43, -0.50, 0.24, 0.23, -1.26, 0.18, 0.25, 0.17, -0.67, 0.30, 0.32, -0.45, 0.16, -0.09, 0.03, -0.44, -0.23, -0.28, -0.47, -0.26, 0.30, 0.07, -0.39, 0.23, 0.38, 0.41, 0.38, 0.15, 0.30

---

Record 3
ORCA calculation (the ωB97M-V functional and the def2-TZVPD basis) on a cluster of 5 separate species, C27H61N3O5 in total in a non-equilibrium geometry.

The spin multiplicity is 1. The calculation puts the HOMO-LUMO gap at 8.96 eV. The total energy is -1605.67697 a.u. For the highest occupied orbital energy, the calculation gives -8.347 eV. The energy relative to the best compared isomer or geometry (same formula, charge and spin) is 7.29 kcal/mol.

```
96
C27H61N3O5, DFT the ωB97M-V functional and the def2-TZVPD basis
C 5.20 -3.25 0.90
C 3.87 -2.49 1.14
C 2.96 -3.41 1.99
C 4.13 -1.23 1.99
C 4.77 -0.08 1.22
C 3.95 0.24 -0.02
C 3.57 -0.97 -0.89
C 2.39 -0.59 -1.83
C 4.80 -1.30 -1.76
N 3.10 -2.09 -0.03
O 2.79 -3.21 -0.85
H 5.17 -3.87 0.01
H 6.06 -2.58 0.96
H 5.49 -3.91 1.72
H 3.56 -3.69 2.86
H 1.99 -2.96 2.19
H 2.82 -4.36 1.47
H 3.18 -0.93 2.44
H 4.70 -1.51 2.88
H 4.88 0.79 1.87
H 5.80 -0.40 1.03
H 4.44 1.08 -0.53
H 2.99 0.71 0.24
H 2.85 -0.02 -2.63
H 1.64 -0.10 -1.22
H 1.98 -1.50 -2.27
H 5.59 -1.73 -1.13
H 5.22 -0.47 -2.32
H 4.49 -2.05 -2.50
H 3.65 -3.56 -1.12
C -3.57 -0.57 0.08
C -3.50 -0.22 -1.40
C -3.64 -1.53 -2.19
C -4.63 0.76 -1.71
C -4.61 1.28 -3.15
C -3.23 1.94 -3.35
C -2.00 1.06 -3.00
C -1.74 0.12 -4.17
C -0.85 2.09 -2.92
N -2.23 0.45 -1.69
O -1.10 -0.29 -1.27
H -4.58 -0.90 0.34
H -3.27 0.26 0.73
H -2.90 -1.40 0.36
H -2.75 -2.14 -2.00
H -3.80 -1.46 -3.27
H -4.45 -2.16 -1.80
H -5.62 0.41 -1.41
H -4.52 1.67 -1.11
H -5.38 2.02 -3.34
H -4.75 0.46 -3.86
H -3.19 2.86 -2.76
H -3.20 2.25 -4.40
H -2.68 -0.32 -4.50
H -1.33 0.65 -5.02
H -1.06 -0.67 -3.83
H 0.06 1.73 -2.43
H -0.63 2.45 -3.93
H -1.08 2.99 -2.34
H -0.82 0.20 -0.48
C 0.33 -0.41 1.65
C 0.10 1.05 2.06
C 1.16 1.31 3.15
C 0.31 1.96 0.86
C -0.26 3.37 0.88
C -1.73 3.28 1.24
C -1.91 2.56 2.57
C -1.41 3.41 3.76
C -3.42 2.34 2.81
N -1.30 1.19 2.52
O -1.58 0.41 3.66
H -0.56 -0.88 1.21
H 1.22 -0.62 1.06
H 0.47 -1.05 2.53
H 1.02 0.76 4.08
H 2.15 1.04 2.79
H 1.16 2.35 3.51
H 1.40 2.08 0.72
H 0.11 1.50 -0.11
H 0.42 3.89 1.56
H -0.14 3.81 -0.11
H -2.22 2.65 0.48
H -2.20 4.25 1.32
H -2.00 4.33 3.75
H -0.37 3.66 3.55
H -1.52 2.86 4.69
H -4.01 3.23 3.00
H -3.51 1.82 3.77
H -3.97 1.63 2.19
H -2.32 -0.11 3.35
O -2.39 -4.70 -1.18
H -1.68 -4.82 -1.81
H -1.93 -4.47 -0.36
O -0.11 -3.13 -0.31
H 0.62 -2.51 -0.49
H -0.90 -2.57 -0.31
```

Mulliken charges, unit e, in atom order: -1.48, 1.18, -1.82, -1.36, -0.84, -0.03, 1.31, -1.89, -1.73, 1.44, -0.60, 0.19, 0.38, 0.43, 0.52, 0.12, 0.39, 0.31, 0.42, 0.52, 0.45, 0.55, -0.87, 0.56, 0.30, 0.36, 0.35, 0.39, 0.47, 0.32, -1.74, 1.83, -1.64, -1.34, -0.71, -1.40, 1.40, -1.67, -1.64, 0.86, 0.50, 0.62, -0.09, 0.19, 0.28, 0.28, 0.46, 0.52, 0.14, 0.49, 0.34, 0.38, 0.34, 0.37, 0.52, 0.15, 0.01, 0.56, 0.22, -0.71, -1.06, 1.41, -1.64, 1.24, -1.69, -0.29, 1.11, -1.88, -1.95, 1.29, -0.58, 0.19, -0.09, 0.62, 0.41, 0.16, 0.35, -0.03, -0.89, 0.51, 0.56, -0.54, 0.59, 0.50, 0.31, 0.31, 0.40, 0.50, 0.22, 0.36, -0.61, 0.32, 0.28, -0.86, 0.16, 0.41

---

Record 4
ORCA calculation (the ωB97M-V functional and the def2-TZVPD basis) on an isolated molecule of C9H6FNS in a non-equilibrium geometry.

The spin multiplicity is 1. The calculation puts the HOMO-LUMO gap at 8.88 eV. The total energy is -899.33461 a.u. For the highest occupied orbital energy, the calculation gives -8.483 eV.

```
18
C9H6FNS, DFT the ωB97M-V functional and the def2-TZVPD basis
F 1.08 -0.52 -4.22
C 0.66 -0.30 -2.92
C 1.00 0.96 -2.37
C 0.70 1.22 -1.06
C 0.02 0.15 -0.35
C -0.35 0.10 1.07
C -0.40 -1.02 1.93
C -0.79 -0.82 3.21
S -1.13 0.87 3.35
C -0.72 1.22 1.80
C -0.04 -1.15 -0.98
N 0.35 -1.35 -2.22
H 1.49 1.70 -3.04
H 0.97 2.20 -0.55
H -0.33 -2.03 1.48
H -1.14 -1.46 4.00
H -0.88 2.17 1.29
H -0.49 -1.94 -0.43
```

Mulliken charges, unit e, in atom order: -0.27, 0.25, -0.21, -0.48, 0.63, 0.68, -0.64, -0.36, -0.19, -0.46, -0.43, -0.51, 0.36, 0.31, 0.19, 0.44, 0.35, 0.35

---

Record 5
ORCA calculation (the ωB97M-V functional and the def2-TZVPD basis) on a structure of composition C6H15I2N3O5PSV in a non-equilibrium geometry.

The spin multiplicity is 3. The calculation puts the HOMO-LUMO gap (alpha / beta) at 7.28 / 7.80 eV. The total energy is -3056.45558 a.u. Its charge is +2. For the highest occupied orbital energy (alpha / beta), the calculation gives -15.572 / -15.576 eV. The energy relative to the best compared isomer or geometry (same formula, charge and spin) is 20.43 kcal/mol. As for the expectation value of S²: 2.0160.

```
34
C6H15I2N3O5PSV, DFT the ωB97M-V functional and the def2-TZVPD basis
V 0.37 0.06 0.67
O 3.45 1.74 -0.11
S 2.71 0.66 0.41
O 3.47 -0.49 0.94
O 1.69 0.06 -0.61
O 1.71 1.06 1.52
O -0.40 2.01 0.06
H 0.28 2.68 0.25
H -0.88 2.33 -0.71
C -4.82 -1.59 -0.36
N -3.86 -2.64 0.24
C -4.13 -2.76 1.76
N -4.07 -1.48 2.37
C -5.00 -0.54 1.76
N -4.68 -0.37 0.34
C -3.42 0.33 0.12
P -1.99 -0.67 0.81
C -2.45 -2.25 -0.05
C -2.72 -0.95 2.51
H -5.84 -1.98 -0.25
H -4.59 -1.49 -1.42
H -4.04 -3.56 -0.18
H -3.39 -3.44 2.17
H -5.13 -3.18 1.86
H -4.96 0.42 2.27
H -6.02 -0.93 1.85
H -3.46 1.30 0.62
H -3.27 0.50 -0.95
H -1.78 -3.05 0.24
H -2.36 -2.09 -1.13
H -2.76 0.01 3.02
H -2.10 -1.64 3.08
I 1.86 -1.93 1.61
I -0.09 -3.75 2.46
```

Mulliken charges, unit e, in atom order: 0.31, -0.48, 1.07, -0.58, -0.43, -0.46, -0.59, 0.38, 0.32, -0.75, -0.02, -0.71, 0.15, -0.87, 0.20, -0.96, 1.46, -0.76, -0.72, 0.36, 0.38, 0.36, 0.35, 0.37, 0.36, 0.31, 0.42, 0.49, 0.32, 0.48, 0.47, 0.33, 0.64, -0.19

---

Calculated molar mass in order - 471.63; 519.80; 507.80; 179.22; 577.00 Da